1.
One molecule with the formula C16H23N3. Source: OMol25; level of theory: the ωB97M-V functional and the def2-TZVPD basis.

ORCA input file:
```
! RIJCOSX wB97M-V def2-TZVPD def2/J DEFGRID3
* xyz 0 1
C -2.33599 -3.39153 0.87357
C -1.33639 -2.27589 0.58955
C -1.58388 -1.60035 -0.76140
C -2.79017 -0.64990 -0.78301
C -2.40795 0.82739 -0.66773
C -1.85154 1.19865 0.70421
C -1.53896 2.68944 0.84171
C -0.35831 3.14136 -0.02583
N 0.84691 2.41380 0.28470
C 1.32695 1.41933 -0.48473
N 0.79159 1.25119 -1.68524
C 1.27965 0.27594 -2.45172
N 2.23206 -0.56086 -2.16580
C 2.81533 -0.42308 -0.95025
C 3.85437 -1.30133 -0.59024
C 4.46423 -1.18387 0.62907
C 4.06279 -0.19154 1.53127
C 3.05194 0.67614 1.20684
C 2.40588 0.58130 -0.03561
H -2.13708 -3.84430 1.84258
H -2.26642 -4.16578 0.11262
H -3.35455 -3.01065 0.87839
H -0.32807 -2.69794 0.59041
H -1.38522 -1.53744 1.39128
H -0.69139 -1.04524 -1.05553
H -1.72570 -2.38619 -1.50633
H -3.48072 -0.90739 0.02252
H -3.32835 -0.77984 -1.72425
H -1.66613 1.05490 -1.43446
H -3.29490 1.43633 -0.86326
H -0.94178 0.62623 0.89242
H -2.58135 0.92478 1.47065
H -2.41501 3.27729 0.56265
H -1.31031 2.90941 1.88887
H -0.56596 2.97160 -1.08148
H -0.17510 4.20895 0.13606
H 1.18219 2.48175 1.23231
H 0.81008 0.17368 -3.42320
H 4.14627 -2.05500 -1.30416
H 5.26296 -1.85696 0.90467
H 4.55562 -0.11161 2.48911
H 2.76240 1.43723 1.91878
*
```

The LUMO energy comes out at 0.44 eV. As for the SMILES: CCCCCCCCNc1ncnc2ccccc12.

Atomic partial charges in e from the Mulliken method, atoms 1 to 8: atom 1 (C): -1.35, atom 2 (C): -0.40, atom 3 (C): 0.30, atom 4 (C): -1.01, atom 5 (C): -0.46, atom 6 (C): -0.16, atom 7 (C): -0.90, atom 8 (C): -0.88

=====

2.
One molecule with the formula C16H23N3O3. Source: OMol25; level of theory: the ωB97M-V functional and the def2-TZVPD basis.

ORCA input file:
```
! RIJCOSX wB97M-V def2-TZVPD def2/J DEFGRID3
* xyz 0 1
C 4.27302 -5.76626 -1.38646
C 3.11776 -5.24868 -2.18784
C 2.74128 -5.88681 -3.36492
C 1.67269 -5.41721 -4.10744
C 0.96535 -4.30682 -3.68764
C 1.33335 -3.66073 -2.51066
N 0.59636 -2.54324 -2.11595
C 0.72647 -1.74908 -1.04102
O 1.54461 -1.81602 -0.13989
C -0.34634 -0.65056 -1.06227
O -1.15349 -0.57068 -1.97476
N -0.27288 0.14108 0.00805
C -1.11117 1.29078 0.23376
C -0.32665 2.59841 0.11825
C -1.22033 3.79252 0.45382
N -1.76830 3.69073 1.79577
C -2.99033 4.45864 1.96540
C -3.55795 4.18870 3.35928
O -2.63782 4.53522 4.36656
C -1.43707 3.82054 4.19939
C -0.81901 4.07935 2.82541
C 2.40846 -4.13473 -1.76602
H 5.16633 -5.83199 -2.00578
H 4.48007 -5.11727 -0.54012
H 4.05406 -6.76599 -1.01267
H 3.28975 -6.75534 -3.69898
H 1.38777 -5.91897 -5.02031
H 0.13030 -3.93652 -4.26454
H -0.17477 -2.26311 -2.72160
H 0.48244 -0.06153 0.65266
H -1.90223 1.25714 -0.51870
H -1.55965 1.23317 1.22916
H 0.05117 2.71297 -0.89891
H 0.53074 2.56484 0.79256
H -2.05806 3.80303 -0.24768
H -0.65221 4.72842 0.31600
H -3.71600 4.14330 1.21302
H -2.80856 5.54240 1.85369
H -4.44957 4.79223 3.53658
H -3.81482 3.12156 3.44011
H -0.76742 4.15488 4.99356
H -1.62720 2.74191 4.30974
H 0.09070 3.48652 2.72514
H -0.55486 5.14942 2.74282
H 2.68401 -3.62620 -0.85656
*
```

The LUMO energy comes out at 0.70 eV. As for the SMILES: Cc1cccc(NC(=O)C(=O)NCCCN2CCOCC2)c1.

Atomic partial charges in e from the Mulliken method, atoms 1 to 8: atom 1 (C): -1.52, atom 2 (C): 0.65, atom 3 (C): -0.58, atom 4 (C): -0.56, atom 5 (C): -0.70, atom 6 (C): 0.67, atom 7 (N): -0.02, atom 8 (C): 0.59

=====

3.
One molecule with the formula C16H23N3O3S. Source: OMol25; level of theory: the ωB97M-V functional and the def2-TZVPD basis.

ORCA input file:
```
! RIJCOSX wB97M-V def2-TZVPD def2/J DEFGRID3
* xyz 0 1
C -5.49755 -3.34482 -1.44946
C -5.70007 -2.18367 -0.49458
O -4.50050 -1.41102 -0.46369
C -4.50027 -0.35672 0.36349
O -5.44519 -0.06092 1.05654
C -3.22413 0.38957 0.33343
C -2.17101 0.02666 -0.50338
C -0.99561 0.74584 -0.49560
C -0.84436 1.84161 0.35684
N 0.32377 2.59330 0.39823
C 1.54380 2.31042 -0.17326
S 2.36216 3.55127 -0.90064
N 2.03390 1.05620 -0.08303
C 1.71919 0.14437 1.00166
C 1.68176 -1.29968 0.47657
N 2.90012 -1.68882 -0.19960
C 4.02114 -2.01335 0.66215
C 4.87767 -3.12360 0.03351
O 5.87308 -3.58508 0.91200
C 3.19834 -0.73621 -1.25053
C 3.27032 0.71573 -0.75552
C -1.91271 2.22431 1.17253
C -3.08479 1.50304 1.16190
H -4.67095 -3.96587 -1.11440
H -6.40096 -3.94633 -1.48871
H -5.27303 -2.97506 -2.44645
H -5.92157 -2.53336 0.52031
H -6.52653 -1.54014 -0.81731
H -2.28698 -0.81531 -1.16726
H -0.19464 0.48450 -1.16933
H 0.19142 3.58368 0.56178
H 2.50545 0.22860 1.76610
H 0.76585 0.40333 1.45793
H 0.86132 -1.40075 -0.23948
H 1.49332 -1.98314 1.30553
H 3.63821 -2.39202 1.61251
H 4.66448 -1.14498 0.88139
H 5.32338 -2.77453 -0.90788
H 4.24469 -3.98511 -0.18488
H 6.46476 -2.85550 1.12864
H 2.40545 -0.81656 -2.00022
H 4.14219 -1.00409 -1.72471
H 4.11609 0.84666 -0.06802
H 3.41055 1.39620 -1.59604
H -1.80769 3.08885 1.81135
H -3.91454 1.78318 1.79251
*
```

The LUMO energy comes out at 0.23 eV. As for the SMILES: CCOC(=O)c1ccc(NC(=S)N2CCN(CCO)CC2)cc1.

Atomic partial charges in e from the Mulliken method, atoms 1 to 8: atom 1 (C): -1.23, atom 2 (C): -0.21, atom 3 (O): -0.26, atom 4 (C): 0.40, atom 5 (O): -0.63, atom 6 (C): 0.30, atom 7 (C): -0.76, atom 8 (C): -0.10

=====

4.
C16H24CaO14 as an isolated structure. Source: OMol25; level of theory: the ωB97M-V functional and the def2-TZVPD basis.

ORCA input file:
```
! RIJCOSX wB97M-V def2-TZVPD def2/J DEFGRID3
* xyz -2 1
Ca -1.31610 -0.39860 -0.95360
C 0.09445 -3.75300 1.05951
C -0.50556 -3.71319 -0.33619
O -0.90578 -4.67811 -0.97083
O -0.39283 -2.55990 -0.90663
H 0.68946 -2.88292 1.33704
H 0.82728 -4.55868 1.10364
H -0.66933 -3.91149 1.82084
C -1.56235 3.55129 -2.80544
C -1.61011 2.32499 -1.80678
O -2.57683 1.61824 -1.72873
O -0.51458 1.83090 -1.50043
H -2.50663 4.08687 -2.90342
H -1.11345 3.33315 -3.77447
H -0.94076 4.26960 -2.27089
C -4.84334 -2.66801 1.32169
C -3.68054 -2.63165 0.24376
O -3.73127 -3.43053 -0.75245
O -2.98494 -1.60479 0.27264
H -4.87742 -1.79425 1.97244
H -4.58491 -3.54525 1.91479
H -5.84427 -2.71360 0.89257
C -4.17955 -0.16569 -3.84465
C -3.59105 -1.51992 -3.56119
O -3.84716 -2.52348 -4.29742
O -2.71831 -1.52368 -2.67980
H -5.09873 -0.31240 -4.41182
H -3.49624 0.58114 -4.24892
H -4.58024 0.16764 -2.88734
C 5.82119 -1.03498 0.25194
C 4.66898 -0.04224 0.41109
C 4.42943 0.99673 -0.73486
O 3.01653 0.93620 -1.00941
C 2.44427 -0.06627 -0.34275
O 1.28240 -0.38608 -0.47489
O 3.46735 -0.74857 0.34906
H 6.64544 -0.55832 0.78254
H 6.03815 -1.25280 -0.79381
H 5.45175 -1.96980 0.67353
H 4.70646 0.45653 1.37955
H 4.96275 0.84042 -1.67253
H 4.75580 1.95439 -0.32933
C 2.54286 2.88841 2.54915
C 1.43362 2.06915 3.14361
C 0.11453 2.88400 3.30810
O -0.87326 2.10597 2.71551
C -0.22907 1.11136 1.96004
O -0.88836 0.30141 1.27190
O 1.04660 0.98542 2.33174
H 3.22707 3.22186 3.32939
H 2.18153 3.84392 2.16895
H 3.14255 2.20518 1.94776
H 1.71515 1.56275 4.06687
H 0.01854 3.93489 3.03509
H -0.06117 2.88581 4.38385
*
```

The LUMO energy comes out at 3.29 eV.

Atomic partial charges in e from the Mulliken method, atoms 1 to 8: atom 1 (Ca): 2.22, atom 2 (C): -1.00, atom 3 (C): 0.60, atom 4 (O): -0.69, atom 5 (O): -0.82, atom 6 (H): 0.10, atom 7 (H): 0.37, atom 8 (H): 0.21

=====

Strongest force on any atom per entry: 0.71; 0.63; 0.62; 5.68 eV/A
Energy above the lowest of the compared OMol25 structures with the same formula, charge and spin per entry: 1.0; 30.5; 48.2; 0.0 kcal per mole
E per entry: -787.780360; -1013.510623; -1411.675129; -2355.191760 a.u.